[1]
210
Properties=species:S:1:pos:R:3 method="wB97M-V/def2-TZVPD" homo_lumo_gap_ev=7.866 de_lowest_kj_mol=223.8 total_charge=0 largest_force_ev_per_a=4.1
N 5.06 0.85 2.75
C 5.62 2.09 2.61
C 4.72 3.09 3.04
C 3.53 2.44 3.38
C 3.80 1.02 3.19
H 5.43 -0.07 2.54
H 6.68 2.16 2.40
H 4.91 4.15 2.96
H 2.59 2.90 3.64
H 3.16 0.17 3.36
N 1.79 -0.54 -4.25
C 2.94 -1.21 -4.06
C 2.66 -2.42 -3.38
C 1.28 -2.59 -3.33
C 0.80 -1.40 -3.84
H 1.70 0.39 -4.63
H 3.88 -0.78 -4.37
H 3.42 -3.09 -3.00
H 0.64 -3.38 -2.97
H -0.23 -1.08 -3.94
N 5.43 0.82 -0.52
C 6.68 0.91 -1.05
C 6.92 -0.12 -1.90
C 5.70 -0.78 -1.97
C 4.85 -0.25 -1.03
H 5.02 1.45 0.15
H 7.29 1.72 -0.69
H 7.79 -0.25 -2.52
H 5.52 -1.65 -2.59
H 3.85 -0.44 -0.68
N -3.97 -0.98 -2.30
C -4.11 -1.13 -0.97
C -3.09 -2.05 -0.54
C -2.35 -2.41 -1.64
C -2.89 -1.75 -2.76
H -4.60 -0.38 -2.81
H -4.94 -0.69 -0.43
H -2.88 -2.52 0.41
H -1.49 -3.06 -1.65
H -2.63 -1.65 -3.80
N 0.33 4.74 -1.12
C 1.01 3.89 -0.36
C 2.14 4.48 0.18
C 2.20 5.69 -0.40
C 1.07 5.88 -1.23
H -0.66 4.62 -1.32
H 0.61 2.90 -0.25
H 2.86 3.97 0.79
H 2.99 6.42 -0.31
H 0.76 6.78 -1.74
N -5.14 -4.16 -2.06
C -5.57 -4.93 -3.11
C -6.59 -5.73 -2.63
C -6.73 -5.49 -1.25
C -5.88 -4.42 -0.95
H -4.43 -3.45 -2.08
H -5.13 -4.91 -4.10
H -7.19 -6.37 -3.25
H -7.49 -5.99 -0.67
H -5.82 -3.71 -0.14
N -1.31 -4.63 -6.25
C -1.42 -4.17 -4.98
C -2.27 -4.99 -4.29
C -2.72 -5.93 -5.28
C -1.98 -5.79 -6.41
H -0.68 -4.34 -6.98
H -0.91 -3.24 -4.77
H -2.52 -4.88 -3.24
H -3.43 -6.72 -5.09
H -1.98 -6.39 -7.31
N -2.71 4.88 -1.49
C -2.40 4.63 -0.18
C -2.27 3.27 0.00
C -2.53 2.66 -1.24
C -2.84 3.67 -2.14
H -2.73 5.78 -1.95
H -2.27 5.49 0.46
H -1.98 2.68 0.85
H -2.46 1.60 -1.45
H -3.16 3.61 -3.18
N 0.92 -2.38 -6.95
C 1.11 -3.47 -7.80
C 0.36 -3.32 -8.91
C -0.39 -2.16 -8.64
C -0.07 -1.61 -7.41
H 1.45 -2.21 -6.11
H 1.90 -4.16 -7.54
H 0.34 -3.91 -9.82
H -1.10 -1.75 -9.34
H -0.50 -0.81 -6.84
N -3.77 2.38 4.83
C -4.46 1.28 5.33
C -4.35 0.25 4.38
C -3.50 0.68 3.39
C -3.24 2.04 3.61
H -3.70 3.24 5.36
H -4.85 1.29 6.34
H -4.79 -0.74 4.42
H -3.16 0.12 2.53
H -2.65 2.72 3.02
N -1.41 -1.37 7.29
C -2.45 -2.23 7.25
C -2.51 -2.91 8.49
C -1.44 -2.43 9.29
C -0.74 -1.57 8.48
H -1.20 -0.71 6.56
H -3.13 -2.24 6.41
H -3.26 -3.64 8.75
H -1.15 -2.55 10.32
H 0.20 -1.05 8.61
N 2.36 -2.40 1.29
C 3.12 -3.13 0.37
C 3.91 -4.04 1.05
C 3.49 -4.03 2.34
C 2.57 -3.01 2.48
H 1.78 -1.59 1.13
H 3.13 -2.97 -0.70
H 4.64 -4.73 0.66
H 3.87 -4.73 3.06
H 2.08 -2.68 3.38
N 0.02 4.49 5.52
C 0.13 4.24 4.14
C 1.02 5.22 3.72
C 1.37 6.13 4.73
C 0.76 5.62 5.90
H -0.46 3.90 6.18
H -0.32 3.39 3.66
H 1.30 5.34 2.69
H 2.09 6.93 4.68
H 0.84 5.85 6.96
N 2.85 3.99 -3.05
C 3.60 4.79 -3.87
C 4.38 3.99 -4.65
C 4.27 2.67 -4.12
C 3.27 2.72 -3.10
H 2.20 4.30 -2.35
H 3.48 5.86 -3.81
H 4.97 4.40 -5.46
H 4.89 1.82 -4.37
H 2.88 2.01 -2.39
N -0.23 -0.48 -0.29
C 1.12 -0.16 -0.52
C 1.63 0.55 0.61
C 0.57 0.59 1.52
C -0.53 -0.07 0.98
H -0.92 -0.90 -0.88
H 1.41 -0.32 -1.54
H 2.56 1.08 0.73
H 0.65 1.12 2.46
H -1.53 -0.23 1.37
N -0.38 2.21 -6.25
C 0.18 2.50 -5.05
C -0.66 1.93 -4.14
C -1.74 1.36 -4.80
C -1.58 1.51 -6.13
H 0.08 2.53 -7.09
H 1.08 3.08 -4.91
H -0.65 2.04 -3.06
H -2.51 0.74 -4.38
H -2.16 1.25 -7.00
N -1.41 -5.57 -0.03
C -0.63 -6.25 -0.91
C -1.53 -6.85 -1.79
C -2.85 -6.59 -1.40
C -2.77 -5.69 -0.34
H -1.04 -5.20 0.83
H 0.45 -6.33 -0.90
H -1.27 -7.50 -2.62
H -3.80 -6.95 -1.78
H -3.61 -5.29 0.21
N 1.54 2.48 9.71
C 0.27 2.56 9.22
C 0.34 2.47 7.87
C 1.68 2.44 7.51
C 2.44 2.55 8.65
H 1.79 2.46 10.68
H -0.54 2.72 9.91
H -0.51 2.32 7.23
H 2.14 2.35 6.53
H 3.50 2.45 8.83
N 8.27 5.41 -0.71
C 7.22 4.58 -0.48
C 6.29 4.69 -1.50
C 6.74 5.65 -2.42
C 8.00 6.02 -1.97
H 9.08 5.55 -0.12
H 7.21 3.92 0.38
H 5.36 4.13 -1.53
H 6.16 5.92 -3.29
H 8.63 6.79 -2.39
N -1.23 -5.13 5.12
C -2.15 -4.50 4.31
C -1.53 -4.14 3.10
C -0.22 -4.60 3.21
C -0.11 -5.22 4.40
H -1.31 -5.45 6.08
H -3.12 -4.24 4.69
H -2.04 -3.68 2.27
H 0.44 -4.51 2.35
H 0.77 -5.74 4.77
N -7.68 0.65 0.83
C -6.54 1.36 0.75
C -6.69 2.29 -0.26
C -8.07 2.26 -0.77
C -8.62 1.15 -0.10
H -7.87 -0.03 1.55
H -5.74 1.26 1.48
H -5.96 3.07 -0.46
H -8.48 2.94 -1.50
H -9.58 0.65 -0.11



[2]
25
Properties=species:S:1:pos:R:3 method="wB97M-V/def2-TZVPD" homo_lumo_gap_ev="8.367 / 5.625" de_lowest_kj_mol=302.4 total_charge=0 largest_force_ev_per_a=4.5
C -0.34 0.66 2.02
C -0.40 0.11 0.79
C -2.57 0.35 1.13
C -3.83 0.48 0.85
C 1.71 -1.16 0.99
C 1.61 0.83 -0.44
C 0.81 -0.32 0.07
N -1.59 -0.15 0.28
N -2.52 -0.25 -2.22
O -3.04 1.26 -4.22
O 0.52 -1.19 -1.03
S -1.87 1.14 2.63
S -2.28 0.07 -3.88
H 0.52 0.85 2.59
H -4.29 0.02 -0.01
H -4.45 1.04 1.57
H 2.10 -0.61 1.89
H 1.04 -1.98 1.37
H 2.46 -1.65 0.39
H 1.14 1.22 -1.36
H 2.56 0.64 -0.72
H 1.44 1.62 0.30
H -3.19 0.41 -1.86
H -1.75 -0.51 -1.53
H 0.39 -2.07 -0.64